A cluster of 24 separate species, C73H98Cl18O38P in total in a non-equilibrium geometry. Source: the OMol25 dataset; level of theory: ωB97M-V/def2-TZVPD.

```
! wB97M-V def2-TZVPD RIJCOSX def2/J DEFGRID3
* xyz 1 1
C -1.14 -7.97 14.43
C -0.16 -8.67 15.42
C -0.94 -9.44 16.53
C -0.03 -10.30 17.45
P -0.85 -11.07 18.90
C 0.46 -11.37 20.17
C 1.92 -11.61 19.62
C 2.10 -12.90 18.79
C 1.79 -14.14 19.59
C -2.27 -10.04 19.46
C -1.88 -8.78 20.30
C -3.19 -8.21 20.83
C -2.98 -7.04 21.77
C -1.42 -12.76 18.41
C -2.86 -13.01 17.90
C -3.07 -12.69 16.33
C -4.52 -13.01 15.69
H -0.61 -7.50 13.60
H -1.62 -7.17 15.00
H -1.83 -8.66 13.96
H 0.48 -7.87 15.80
H 0.41 -9.40 14.85
H -1.64 -10.08 15.98
H -1.56 -8.67 17.00
H 0.64 -9.60 17.95
H 0.49 -11.09 16.90
H 0.27 -12.13 20.92
H 0.56 -10.43 20.72
H 2.55 -11.61 20.51
H 2.14 -10.74 19.00
H 3.12 -13.06 18.44
H 1.44 -13.01 17.93
H 0.77 -14.54 19.59
H 1.96 -14.12 20.67
H 2.50 -14.90 19.26
H -2.70 -10.80 20.13
H -2.92 -9.92 18.59
H -1.49 -8.03 19.61
H -1.23 -9.00 21.14
H -3.70 -8.93 21.47
H -3.73 -7.87 19.94
H -2.29 -7.32 22.57
H -3.94 -6.68 22.14
H -2.48 -6.30 21.15
H -1.25 -13.38 19.29
H -0.79 -13.13 17.60
H -3.55 -12.35 18.44
H -3.21 -14.04 18.00
H -2.32 -13.30 15.82
H -2.82 -11.64 16.20
H -4.79 -13.95 16.17
H -4.56 -13.00 14.60
H -5.23 -12.32 16.12
C 0.15 -4.33 12.03
C 0.25 -3.01 11.71
C 0.21 -2.55 10.32
O 0.33 -1.37 9.91
C -0.01 -3.65 9.38
C 0.03 -5.00 9.63
C 0.04 -5.48 10.99
O 0.06 -6.70 11.35
O -0.36 -5.87 8.64
O 0.41 -2.02 12.62
H 0.32 -4.61 13.06
H -0.30 -3.47 8.35
H -0.06 -6.75 8.84
H 0.61 -1.29 12.03
C -5.27 -15.78 23.21
C -4.61 -15.23 22.17
C -3.36 -15.83 21.60
O -2.67 -15.37 20.72
C -2.90 -17.03 22.39
C -3.63 -17.55 23.40
C -4.92 -16.93 23.96
O -5.60 -17.22 24.94
O -3.21 -18.56 24.10
O -5.05 -14.10 21.65
H -6.17 -15.26 23.51
H -1.96 -17.44 22.03
H -2.61 -19.00 23.50
H -4.52 -13.82 20.90
C 1.70 -16.83 24.10
C 1.49 -17.89 23.30
C 0.94 -17.80 21.86
O 0.98 -18.63 20.92
C 0.33 -16.52 21.59
C 0.47 -15.46 22.44
C 1.24 -15.49 23.74
O 1.37 -14.61 24.55
O -0.12 -14.30 22.14
O 1.85 -19.12 23.61
H 2.21 -16.85 25.06
H -0.30 -16.26 20.75
H 0.13 -13.70 22.84
H 1.38 -19.80 23.12
C 3.06 -10.75 11.42
C 2.51 -9.61 11.91
C 3.30 -8.47 12.51
O 2.96 -7.51 13.22
C 4.75 -8.61 12.28
C 5.29 -9.69 11.76
C 4.52 -10.91 11.30
O 4.95 -11.83 10.66
O 6.64 -9.72 11.55
O 1.22 -9.26 11.75
H 2.45 -11.46 10.88
H 5.39 -7.80 12.58
H 6.85 -10.53 11.07
H 1.15 -8.39 12.16
C -10.90 -11.20 15.79
C -9.74 -10.59 16.11
C -8.54 -11.25 16.72
O -7.47 -10.64 16.95
C -8.79 -12.71 16.89
C -9.94 -13.36 16.52
C -11.08 -12.65 15.80
O -11.85 -13.28 15.13
O -10.14 -14.63 16.77
O -9.56 -9.28 15.87
H -11.62 -10.58 15.28
H -8.06 -13.35 17.36
H -11.09 -14.80 16.84
H -8.73 -9.01 16.27
C -4.89 -9.75 12.42
C -5.82 -10.02 11.44
C -7.32 -9.63 11.60
O -8.20 -9.81 10.72
C -7.62 -9.12 13.00
C -6.63 -8.78 13.87
C -5.19 -8.94 13.59
O -4.33 -8.51 14.34
O -7.00 -8.45 15.14
O -5.50 -10.68 10.32
H -3.91 -10.02 12.05
H -8.67 -9.02 13.23
H -6.34 -8.37 15.83
H -6.25 -11.18 9.99
C -2.54 -5.52 17.78
C -3.31 -4.63 17.06
C -2.72 -3.41 16.33
O -3.41 -2.51 15.83
C -1.30 -3.53 16.19
C -0.60 -4.43 16.88
C -1.06 -5.43 17.81
O -0.40 -6.25 18.38
O 0.78 -4.32 16.71
O -4.63 -4.81 16.97
H -3.04 -6.43 18.09
H -0.90 -2.85 15.46
H 1.24 -5.06 17.11
H -5.07 -3.96 16.89
C 3.77 -10.37 25.31
C 2.94 -11.38 24.96
C 1.80 -11.19 23.94
O 1.03 -12.09 23.56
C 1.72 -9.85 23.57
C 2.58 -8.76 23.89
C 3.73 -8.96 24.82
O 4.39 -8.07 25.43
O 2.33 -7.52 23.35
O 3.11 -12.66 25.49
H 4.58 -10.63 25.98
H 0.92 -9.50 22.93
H 2.38 -7.57 22.39
H 2.54 -13.24 24.98
O 3.23 -8.65 18.05
H 3.75 -8.77 17.26
H 3.63 -9.21 18.71
O 2.76 -6.05 17.71
H 2.80 -6.88 17.24
H 3.36 -6.15 18.45
O -1.29 -8.44 25.21
H -0.62 -8.09 24.62
H -2.01 -7.83 25.14
O 4.82 -9.42 20.24
H 4.88 -8.64 20.79
H 4.68 -10.14 20.85
O -5.34 -7.61 17.25
H -5.80 -7.59 18.09
H -5.23 -6.69 17.00
O -0.25 -6.01 24.11
H 0.55 -5.83 23.62
H 0.04 -6.10 25.02
C -6.37 -10.76 21.16
Cl -7.15 -9.50 22.06
Cl -5.67 -10.20 19.61
H -5.63 -11.27 21.78
H -7.11 -11.52 20.88
C -7.77 -16.40 18.57
Cl -8.49 -17.16 17.15
Cl -6.24 -15.50 18.22
H -8.54 -15.73 18.94
H -7.49 -17.21 19.25
C -2.39 -11.43 24.32
Cl -1.87 -11.15 22.65
Cl -4.08 -11.91 24.52
H -1.72 -12.16 24.77
H -2.24 -10.55 24.94
C 3.59 -17.59 17.16
Cl 4.16 -15.88 16.85
Cl 2.32 -18.10 15.98
H 4.38 -18.34 17.21
H 3.11 -17.49 18.13
C 1.98 -13.27 14.44
Cl 0.72 -13.85 15.52
Cl 2.52 -11.63 14.85
H 2.80 -13.96 14.29
H 1.43 -13.20 13.50
C -6.57 -6.14 25.13
Cl -7.89 -6.97 24.22
Cl -6.83 -4.40 25.27
H -6.48 -6.58 26.12
H -5.67 -6.25 24.52
C 6.43 -12.10 16.23
Cl 5.44 -12.23 17.68
Cl 6.16 -13.52 15.08
H 6.36 -11.12 15.75
H 7.41 -12.30 16.65
C -6.56 -4.14 21.26
Cl -5.73 -5.56 20.66
Cl -5.41 -2.82 21.48
H -7.34 -3.85 20.55
H -6.86 -4.48 22.25
C -1.89 -12.26 11.96
Cl -1.57 -11.15 13.35
Cl -0.58 -13.50 11.81
H -2.84 -12.80 11.99
H -1.81 -11.53 11.15
*
```

gap between HOMO and LUMO = 6.332 eV
electronic energy = -14323.87208 Ha
M = 2252.7 g mol⁻¹

These are the Mulliken partial charges, in e, on atoms 1 to 8: -0.373 0.051 1.830 -0.393 2.064 0.318 0.069 1.854